{"formula": "C81H185N11O17", "method": "ωB97M-V/def2-TZVPD", "symbols": ["H", "H", "H", "C", "H", "H", "H", "H", "H", "C", "H", "H", "C", "C", "H", "H", "H", "H", "H", "C", "H", "H", "H", "H", "H", "H", "H", "H", "H", "H", "C", "C", "H", "H", "C", "H", "H", "C", "H", "H", "H", "H", "H", "N", "H", "H", "H", "C", "C", "C", "H", "C", "H", "H", "C", "H", "H", "H", "H", "H", "H", "C", "H", "H", "H", "H", "H", "C", "C", "C", "H", "O", "C", "H", "H", "H", "H", "C", "H", "C", "H", "H", "H", "H", "H", "H", "C", "H", "C", "C", "C", "H", "O", "H", "H", "H", "C", "H", "H", "H", "H", "N", "H", "H", "H", "C", "H", "H", "C", "N", "H", "H", "H", "C", "H", "C", "C", "H", "C", "H", "H", "C", "H", "H", "H", "C", "H", "H", "N", "H", "O", "C", "C", "H", "H", "H", "H", "C", "H", "H", "H", "H", "O", "C", "C", "C", "N", "C", "C", "C", "H", "H", "C", "C", "O", "O", "H", "H", "H", "H", "H", "H", "H", "H", "H", "H", "H", "H", "H", "H", "H", "C", "H", "H", "C", "H", "H", "H", "H", "H", "N", "H", "C", "C", "C", "O", "H", "H", "H", "C", "C", "O", "H", "C", "H", "H", "C", "H", "O", "H", "O", "H", "H", "C", "H", "N", "C", "H", "C", "H", "N", "H", "H", "C", "H", "C", "H", "H", "H", "H", "H", "H", "H", "H", "O", "H", "C", "C", "H", "H", "O", "H", "H", "H", "C", "O", "H", "H", "H", "H", "O", "C", "C", "C", "H", "H", "C", "N", "H", "C", "H", "O", "C", "C", "H", "H", "H", "C", "C", "H", "C", "H", "H", "O", "H", "H", "C", "C", "H", "H", "C", "H", "H", "H", "H", "C", "H", "H", "C", "C", "N", "O", "C", "N", "H", "H", "H", "C", "H", "H", "C", "H", "H", "H"], "xyz": [[-11.614, 10.045, 25.993], [-20.273, 10.472, 17.432], [-27.738, 6.824, 24.945], [-20.587, 7.263, 27.940], [-15.614, 3.431, 27.343], [-25.199, 13.990, 29.534], [-19.719, -0.734, 31.317], [-23.063, 3.098, 27.315], [-22.593, 9.407, 16.101], [-23.121, 10.806, 17.621], [-21.229, 2.240, 21.749], [-15.748, 8.083, 25.536], [-14.746, 2.891, 29.702], [-27.223, 5.896, 25.159], [-15.126, 4.007, 23.011], [-22.232, 13.142, 25.963], [-21.553, 14.472, 25.035], [-15.425, 0.351, 25.570], [-23.730, 12.798, 29.388], [-25.413, 13.418, 23.617], [-17.761, 2.020, 27.879], [-18.207, 0.362, 27.377], [-20.738, 4.340, 26.082], [-18.056, 6.154, 27.802], [-27.100, 8.378, 22.690], [-11.532, 0.797, 28.359], [-23.452, 6.264, 29.363], [-16.142, 11.116, 23.204], [-21.538, -0.180, 21.499], [-21.576, 17.336, 28.124], [-15.414, 10.915, 22.428], [-23.320, 3.058, 28.376], [-23.540, 4.097, 23.066], [-20.698, 10.434, 28.548], [-21.503, 6.165, 24.306], [-22.270, 0.481, 25.073], [-15.461, 11.731, 25.344], [-20.617, -3.222, 28.271], [-14.321, 8.043, 23.835], [-23.904, 0.912, 24.836], [-14.583, 2.661, 24.097], [-18.294, 11.229, 24.657], [-23.725, 11.650, 19.453], [-16.748, 2.921, 25.809], [-21.018, 5.265, 24.101], [-15.802, 2.330, 22.937], [-12.815, 8.624, 22.152], [-24.475, 13.463, 28.843], [-20.276, 9.418, 17.302], [-21.560, 8.765, 17.804], [-12.293, 1.727, 26.996], [-22.227, 5.823, 25.546], [-17.551, 12.790, 25.019], [-19.244, 5.087, 28.672], [-17.295, 1.552, 25.898], [-21.374, -1.172, 22.867], [-23.822, -1.938, 22.804], [-21.911, 11.894, 20.644], [-16.227, 5.658, 23.878], [-21.049, 1.821, 31.118], [-26.540, 11.963, 29.184], [-22.331, 9.974, 19.945], [-26.480, 9.656, 28.193], [-16.388, 0.396, 24.208], [-20.700, 12.646, 23.369], [-23.961, 8.313, 24.995], [-13.227, 10.177, 21.202], [-23.419, 10.660, 19.098], [-23.472, 10.311, 31.247], [-20.438, 1.826, 30.195], [-18.616, 8.325, 26.214], [-20.724, 15.479, 28.480], [-16.251, 5.153, 24.843], [-23.156, 9.972, 32.260], [-18.425, 12.624, 23.496], [-17.557, 9.007, 29.438], [-17.898, 4.053, 22.900], [-12.222, 10.936, 25.973], [-21.662, 2.690, 23.673], [-21.561, 7.281, 17.413], [-22.407, 16.293, 29.439], [-26.447, 13.727, 23.900], [-18.745, 4.245, 24.451], [-22.635, 3.004, 25.077], [-20.518, 10.797, 20.644], [-24.622, -1.001, 24.121], [-26.010, 5.988, 28.602], [-25.753, 8.280, 21.580], [-16.537, 3.683, 24.576], [-23.646, 2.996, 23.118], [-25.814, 9.278, 25.485], [-21.215, 11.443, 24.574], [-12.672, 11.553, 23.243], [-21.618, -3.768, 28.323], [-13.431, 8.658, 25.840], [-18.431, 4.623, 27.038], [-20.252, 13.106, 28.694], [-28.003, 5.115, 25.300], [-19.578, 2.236, 23.316], [-27.581, 4.981, 27.474], [-19.348, 2.314, 25.684], [-23.904, 0.865, 22.121], [-24.303, 2.621, 28.503], [-19.837, 7.065, 22.376], [-25.056, 11.046, 29.163], [-17.199, 9.032, 28.406], [-26.724, 13.744, 20.996], [-14.154, 8.738, 21.073], [-13.851, 1.872, 29.021], [-20.179, 0.551, 29.619], [-16.610, 5.274, 29.309], [-22.563, 10.544, 30.619], [-19.767, 9.194, 24.795], [-17.983, 3.688, 23.862], [-21.565, 14.238, 29.840], [-21.157, 2.690, 29.208], [-24.128, 7.098, 29.655], [-25.985, 9.777, 22.529], [-23.311, 8.300, 30.029], [-14.418, 12.133, 26.569], [-22.316, 11.445, 17.372], [-25.661, 13.405, 21.190], [-24.651, 6.753, 30.527], [-23.912, 14.226, 28.279], [-16.577, 0.818, 27.704], [-20.638, 8.625, 24.624], [-15.829, 8.259, 23.178], [-20.767, 17.062, 29.752], [-20.014, 12.030, 29.631], [-19.837, -4.010, 28.559], [-25.095, 12.618, 27.882], [-14.401, 9.911, 22.974], [-19.749, 10.807, 28.982], [-19.019, 11.353, 26.957], [-22.962, -1.590, 24.338], [-14.965, 11.886, 22.175], [-22.192, 9.062, 21.898], [-11.796, 1.752, 27.958], [-23.271, 4.061, 28.771], [-10.885, 2.307, 27.754], [-22.011, 1.740, 20.251], [-21.611, 4.923, 27.475], [-25.134, 14.036, 22.317], [-17.507, 1.119, 27.338], [-24.547, 2.744, 20.825], [-23.533, 2.229, 21.736], [-21.861, 8.797, 19.272], [-18.428, 12.326, 24.541], [-22.630, 2.447, 24.102], [-20.042, 6.115, 26.957], [-11.738, 7.481, 29.087], [-24.662, 2.796, 23.565], [-12.809, 7.536, 28.887], [-26.258, 10.547, 27.591], [-20.666, -2.201, 29.218], [-24.204, 9.286, 30.557], [-25.511, 2.832, 21.327], [-17.939, 11.650, 28.292], [-12.815, 7.655, 27.779], [-27.844, 6.777, 27.435], [-13.227, 8.474, 29.350], [-14.129, 12.794, 25.006], [-26.524, 5.890, 29.597], [-26.234, 8.360, 25.846], [-24.514, 13.392, 25.583], [-25.025, 13.720, 20.335], [-15.254, 5.123, 30.573], [-21.182, 3.650, 29.513], [-23.720, 8.740, 17.233], [-17.024, 5.573, 25.452], [-19.396, 8.946, 17.788], [-21.642, -0.200, 22.540], [-21.318, 6.802, 28.616], [-24.890, 7.390, 27.702], [-21.183, 5.241, 26.545], [-27.107, 11.023, 27.108], [-11.936, 11.142, 22.777], [-24.677, -0.218, 20.721], [-12.379, 11.266, 27.027], [-20.992, 11.485, 19.102], [-25.215, 7.201, 28.616], [-19.708, 7.618, 28.506], [-21.416, 16.629, 28.953], [-18.601, 1.636, 25.133], [-20.571, 14.414, 29.454], [-13.438, 6.383, 29.284], [-24.823, 10.975, 26.146], [-21.063, 8.962, 23.659], [-20.461, -2.819, 27.317], [-22.092, 2.419, 21.122], [-24.305, 13.813, 24.605], [-26.372, 5.885, 26.251], [-22.129, 6.452, 23.498], [-18.742, 10.972, 27.881], [-23.186, 10.538, 21.916], [-23.812, 9.047, 21.306], [-20.288, 7.112, 24.503], [-21.090, 0.140, 29.250], [-18.220, 9.687, 27.576], [-24.304, 3.686, 20.470], [-20.831, 8.175, 20.044], [-25.656, 12.289, 21.185], [-22.971, 5.025, 25.383], [-25.995, 8.710, 22.520], [-15.217, 5.337, 25.245], [-19.565, 6.602, 25.715], [-14.170, 9.463, 25.854], [-19.826, 14.651, 30.203], [-22.913, 9.645, 21.359], [-18.889, -1.501, 28.375], [-23.053, 13.211, 24.147], [-22.706, 8.741, 29.304], [-24.280, 14.932, 24.695], [-16.466, 0.397, 25.275], [-15.692, 2.313, 29.887], [-14.424, 11.872, 25.521], [-25.408, 5.055, 28.557], [-22.898, 13.650, 23.233], [-26.590, 9.775, 24.853], [-14.337, 3.226, 30.711], [-24.316, 10.016, 19.190], [-24.013, 11.162, 17.153], [-14.418, 1.653, 28.082], [-20.639, 2.660, 28.209], [-12.621, 2.448, 28.790], [-19.469, 13.227, 27.929], [-13.573, 9.342, 21.787], [-15.486, 3.120, 23.594], [-21.040, 8.084, 27.298], [-24.695, 2.061, 19.976], [-22.515, 2.203, 29.022], [-21.384, 7.137, 16.383], [-25.356, 12.361, 23.470], [-15.279, 7.413, 29.414], [-19.367, 6.801, 23.326], [-19.598, 12.768, 25.203], [-11.595, 11.759, 25.558], [-18.417, -0.083, 30.395], [-19.388, 10.037, 29.644], [-24.105, 11.157, 31.466], [-23.784, -0.109, 21.030], [-15.070, 8.806, 23.691], [-22.847, 9.386, 17.105], [-15.525, 5.213, 29.532], [-17.162, 8.014, 27.971], [-16.197, 9.510, 28.318], [-15.446, 9.049, 25.146], [-15.009, 4.033, 28.847], [-20.017, 8.681, 19.900], [-21.918, 13.448, 24.978], [-16.890, -0.528, 25.603], [-15.455, 2.995, 26.445], [-18.532, 2.208, 23.739], [-23.029, 0.110, 23.122], [-18.658, -2.516, 29.811], [-19.114, 5.803, 23.290], [-22.110, 3.412, 20.742], [-20.798, 12.457, 24.504], [-19.392, -0.506, 30.292], [-18.905, 0.581, 25.223], [-21.354, 11.124, 20.099], [-26.645, 5.688, 24.305], [-24.134, 9.825, 24.254], [-25.126, 8.137, 23.461], [-19.197, 12.277, 30.189], [-17.894, 1.683, 23.083], [-18.869, 5.369, 27.681], [-24.676, 8.943, 24.557], [-13.794, 0.992, 29.671], [-18.401, 7.370, 23.405], [-14.864, 6.431, 28.944], [-20.134, 9.160, 16.218], [-14.856, 6.502, 27.869], [-22.571, 6.888, 17.474], [-19.523, 2.433, 30.328], [-25.728, 11.571, 28.542], [-20.804, 6.760, 17.979], [-22.807, 6.730, 25.987], [-27.063, 5.972, 27.462], [-23.681, -1.177, 23.604], [-25.273, 10.139, 26.529], [-18.385, 7.428, 25.885], [-13.525, 10.723, 25.295], [-13.259, 10.428, 23.840], [-14.370, 9.660, 26.961], [-15.918, 10.437, 21.599], [-20.974, 0.465, 23.079], [-22.915, 1.006, 24.371], [-22.579, 7.917, 30.764], [-16.076, 9.873, 25.287], [-19.306, -1.700, 29.364], [-14.056, 4.270, 28.333], [-21.285, 8.852, 25.459], [-21.122, 12.882, 28.140]], "mulliken_charge": [0.439, 0.417, 0.335, -0.290, 0.398, 0.293, 0.418, 0.154, 0.592, -0.811, 0.476, -0.647, -0.964, -0.987, 0.471, -0.204, 0.214, 0.345, 0.039, 0.199, -0.124, 0.479, 0.063, -1.209, 0.191, 0.328, -0.558, 0.090, 0.209, 0.227, -1.754, -0.004, 0.244, -0.043, -1.549, 0.427, 0.085, -0.727, 0.488, 0.554, 0.226, 0.077, -0.079, 1.641, -0.233, 0.271, 0.399, -0.418, -1.499, 1.444, 0.299, 0.559, 0.362, 0.774, 2.508, 0.429, 0.383, 0.319, 0.864, 0.391, 0.334, 2.009, 0.196, 0.290, 0.127, -0.899, 0.575, -0.925, -0.687, -1.205, -0.947, -0.261, -1.467, 0.315, 0.627, 0.734, 2.118, -2.221, -0.929, -1.981, 0.245, 0.521, -0.850, -1.946, 0.595, 0.408, -0.232, 0.347, 1.051, -1.530, 0.084, -0.261, -0.511, 0.237, 0.563, -0.415, 0.068, 0.384, -1.009, 0.483, -1.109, -0.142, 0.564, 0.257, -0.117, -1.078, 0.307, 0.383, -0.025, 0.192, -0.008, 0.107, -0.066, -1.480, 0.324, 0.290, -0.004, 0.144, -0.412, 0.463, 0.467, -0.594, 0.735, 0.179, 0.502, -0.853, 0.754, 0.277, -0.163, 0.278, -0.219, 2.699, -0.724, -0.238, 0.334, 0.402, -0.572, -0.810, -0.230, 0.248, 0.368, -0.666, -0.374, -2.360, -2.133, 2.350, 0.058, -0.979, 3.351, 1.611, 0.397, 0.543, -0.519, -0.768, -0.350, -0.523, 0.405, 0.241, 0.168, 0.289, 0.232, 0.338, 0.440, -0.340, -0.069, 0.231, 0.361, 0.638, 0.413, -0.533, 0.327, -1.873, 0.122, -0.218, -0.085, 0.360, 0.389, 0.378, 0.343, 0.318, 0.225, -0.002, -0.675, -0.405, -0.650, -0.494, -0.273, -0.652, 0.300, -2.139, -0.383, 0.103, 0.944, -0.525, 0.131, 0.057, 2.772, 0.258, 0.305, 0.452, -0.162, 0.158, 0.827, -0.922, 0.234, 0.887, -1.373, 0.406, -0.506, 0.252, 0.336, 0.043, 0.373, -2.195, 0.212, -1.713, -0.083, 0.156, 0.592, 0.473, 0.358, 0.410, -0.178, -0.253, -0.350, 0.109, -2.152, -1.748, -0.576, 0.428, -0.556, 0.494, -0.532, 0.446, -1.216, -0.364, 0.394, 0.331, 0.639, 0.334, -0.501, -2.770, -1.543, -0.462, -0.221, -0.054, 1.681, 0.062, 0.299, -0.526, 0.585, -0.796, -0.794, 2.320, 0.420, -0.168, 0.528, 0.576, -0.871, 1.010, -1.943, 0.175, -0.326, -0.008, 0.391, 1.093, -0.594, 1.089, 0.512, -0.081, -0.447, 0.394, 0.316, 0.399, 0.248, 0.056, 0.343, -0.890, -0.868, -1.691, 0.490, 2.959, 2.500, 0.124, 0.021, 0.451, 0.611, -2.366, 0.478, -0.611, -0.288, 0.262, 0.256, -0.194], "relative_energy_kj_mol": 140.88, "e_homo_ev": -7.9, "e_tot_ha": -5077.9428, "smiles": "CC1(C)CCCC(C)(C)N1O.CC1(C)CCCC(C)(C)N1O.CC1(C)CCCC(C)(C)N1O.CC1(C)CCCC(C)(C)N1O.CC1(C)CCCC(C)(C)N1O.COCCNCCOC.COCCNCCOC.COCCNCCOC.COCCNCCOC.COCCNCCOC.COCCNCCOC"}